This record from the OMol25 dataset describes C22H25ClNO5Sn as an isolated structure at a distorted geometry. The level of theory is the ωB97M-V functional and the def2-TZVPD basis.

## Properties
- E: -1958.083777 a.u.
- Charge: +1
- Maximum force: 1.728 eV/A
- Lowest unoccupied orbital energy (alpha / beta): -6.92 / -6.94 eV
- Frontier orbital gap (alpha / beta): 0.1399 / 0.1455 hartree
- 2S+1: 1

Positions of all 55 atoms, in Å:
1 C 2.3808 -0.0011 2.4513
2 C 2.3921 -0.7776 1.2663
3 C 2.0628 0.0726 0.1705
4 H 2.5845 -1.8469 1.2053
5 C 1.8952 1.3899 0.6810
6 C 2.1113 1.3473 2.0855
7 H 1.6751 2.2815 0.0976
8 C -1.4071 -1.9801 3.2390
9 C -0.2032 -2.4498 2.6864
10 C -0.2513 -2.2802 1.2775
11 H 0.6219 -2.9093 3.2226
12 C -1.4740 -1.6701 0.9354
13 C -2.2021 -1.4270 2.1669
14 H 2.0069 -0.2295 -0.8750
15 H 2.0997 2.2032 2.7516
16 H 2.5454 -0.3741 3.4570
17 H -3.2534 -1.1483 2.2451
18 H 0.5001 -2.6117 0.5586
19 H -1.7745 -2.1394 4.2423
20 Sn -1.5972 1.0421 2.6142
21 C -1.9615 -1.3365 -0.4491
22 C -3.4759 -1.5977 -0.4877
23 C -1.2493 -2.1922 -1.5085
24 H -3.6659 -2.6589 -0.2690
25 H -3.8676 -1.3535 -1.4771
26 H -4.0007 -0.9752 0.2481
27 H -1.4124 -3.2543 -1.2773
28 H -0.1666 -1.9973 -1.5515
29 H -1.6857 -1.9842 -2.4948
30 C -1.6268 0.1690 -0.6888
31 C -2.2665 0.8154 -1.9155
32 H -0.5311 0.2927 -0.7370
33 H -1.9838 0.7766 0.1809
34 O -3.4353 0.6155 -2.2443
35 N -1.4704 1.6484 -2.6743
36 C -0.3264 2.4402 -2.2093
37 H -1.9935 2.0855 -3.4258
38 C 0.9916 1.9120 -2.7303
39 C 2.1596 2.6381 -2.4639
40 H 2.0684 3.6048 -1.9561
41 C 3.4042 2.1207 -2.8238
42 H 4.3097 2.6766 -2.5752
43 C 3.4843 0.8962 -3.4979
44 H 4.4572 0.4871 -3.7726
45 C 2.3152 0.2018 -3.8281
46 H 2.3531 -0.7410 -4.3753
47 C 1.0624 0.7200 -3.4622
48 H 0.1317 0.2163 -3.7437
49 H -0.3191 2.5007 -1.1074
50 H -0.4782 3.4663 -2.5780
51 O -0.0098 0.8275 6.4022
52 Cl -0.2856 0.2369 5.1371
53 O 0.2665 -1.0831 5.0228
54 O -1.7627 0.2160 4.8406
55 O 0.2583 1.1180 4.0135

=====

This record from the OMol25 dataset describes a 2-piece molecular cluster, C9H23O2P overall. The level of theory is the ωB97M-V functional and the def2-TZVPD basis.

## Properties
- E: -848.466285 a.u.
- Maximum force: 0.177 eV/A
- Lowest unoccupied orbital energy: 0.91 eV
- Frontier orbital gap: 0.3749 hartree
- 2S+1: 1

Positions of all 35 atoms, in Å:
1 C -1.9172 -1.9484 1.6627
2 C -2.0113 -2.0068 0.1306
3 C -0.6381 -2.0076 -0.5349
4 C -0.7304 -2.0253 -2.0595
5 C 0.5340 -2.4240 -2.8602
6 P 2.2132 -2.5324 -2.0750
7 H -2.1149 -2.9194 2.1160
8 H -0.9122 -1.6480 1.9663
9 H -2.6219 -1.2323 2.0841
10 H -2.5469 -2.9075 -0.1807
11 H -2.5937 -1.1626 -0.2502
12 H -0.1058 -1.1096 -0.2076
13 H -0.0708 -2.8700 -0.1760
14 H -1.5387 -2.7069 -2.3357
15 H -1.0459 -1.0351 -2.3951
16 H 0.3869 -3.4081 -3.3103
17 H 0.6588 -1.7431 -3.7035
18 H 1.9553 -3.6387 -1.2340
19 H 2.0411 -1.5862 -1.0419
20 C -1.0354 1.6335 1.2443
21 O 0.2905 1.3411 1.6403
22 C 1.2056 1.2743 0.5600
23 C 2.0392 2.5311 0.4440
24 O 1.2529 3.6560 0.0929
25 C 0.9583 4.5085 1.1821
26 H -1.6228 1.7687 2.1509
27 H -1.0894 2.5429 0.6402
28 H -1.4586 0.7997 0.6713
29 H 0.6719 1.1019 -0.3818
30 H 1.8691 0.4213 0.7349
31 H 2.7902 2.3885 -0.3389
32 H 2.5633 2.7107 1.3888
33 H 1.8622 5.0099 1.5450
34 H 0.5004 3.9619 2.0108
35 H 0.2611 5.2621 0.8201

=====

This record from the OMol25 dataset describes a 6-piece molecular cluster, C7H26O6 overall at a distorted geometry. The level of theory is the ωB97M-V functional and the def2-TZVPD basis.

## Properties
- E: -733.587504 a.u.
- Maximum force: 3.391 eV/A
- Lowest unoccupied orbital energy: -0.15 eV
- Frontier orbital gap: 0.3428 hartree
- 2S+1: 1

Positions of all 39 atoms, in Å:
1 C -0.6249 1.3008 0.3628
2 C -1.4449 1.7398 -0.8692
3 O -0.9229 1.1758 -2.0112
4 H -0.5609 0.2028 0.4868
5 H -1.0489 1.7588 1.2138
6 H 0.3901 1.6258 0.3888
7 H -1.5219 2.8348 -0.9692
8 H -2.4719 1.3238 -0.8552
9 H -1.2439 0.2418 -1.9922
10 C 1.1751 -0.0282 3.4148
11 O 0.5241 -0.8302 4.3738
12 H 2.1421 -0.4712 3.0838
13 H 1.3501 0.9818 3.8118
14 H 0.4861 -0.0192 2.5638
15 H -0.0919 -1.3932 3.8798
16 C -2.2499 -1.5902 -2.4172
17 O -1.2679 -1.4862 -1.4402
18 H -3.2169 -1.3242 -2.1002
19 H -2.2759 -2.6112 -2.8032
20 H -1.9069 -0.9852 -3.2172
21 H -1.6629 -2.0032 -0.7162
22 C -0.1969 -2.9692 1.8688
23 O -0.9689 -2.4892 2.9358
24 H -0.8399 -3.2982 1.0268
25 H 0.4511 -3.8482 2.2148
26 H 0.3981 -2.1192 1.5048
27 H -1.8799 -2.7572 2.7678
28 C 1.9941 -0.8112 -0.5512
29 O 1.7431 0.3498 -1.2542
30 H 1.6871 -0.5452 0.4748
31 H 3.0051 -1.0452 -0.5362
32 H 1.3661 -1.5322 -0.9332
33 H 0.8031 0.5448 -1.2632
34 C 1.3811 3.6828 -2.2602
35 O 1.8711 2.9838 -1.0892
36 H 0.5281 4.3458 -2.0232
37 H 1.0211 2.9768 -2.9912
38 H 2.2681 4.0468 -2.7722
39 H 1.8151 2.0398 -1.3072

=====

This record from the OMol25 dataset describes C40H44IIrN2OPSi as an isolated structure. The level of theory is the ωB97M-V functional and the def2-TZVPD basis.

## Properties
- E: -2768.012637 a.u.
- Charge: +1
- Maximum force: 0.333 eV/A
- <S²>: 6.014
- Lowest unoccupied orbital energy (alpha / beta): -2.53 / -3.90 eV
- Frontier orbital gap (alpha / beta): 0.2356 / 0.2401 hartree
- 2S+1: 5

Positions of all 91 atoms, in Å:
1 Ir -0.0809 -0.6357 -0.8410
2 I 2.1681 -0.0560 -3.2007
3 C 3.3093 0.8910 -1.7241
4 C 4.5713 0.3837 -1.5725
5 C 5.5295 1.0375 -0.7800
6 C 5.2173 2.2451 -0.2323
7 C 3.9254 2.8032 -0.3928
8 C 3.6880 4.1160 0.0870
9 C 2.4818 4.7136 -0.1013
10 C 1.4250 3.9579 -0.6427
11 C 1.5720 2.6561 -1.0579
12 P 0.0044 1.7274 -1.3085
13 C -0.5729 2.1435 -2.9882
14 C -1.4413 1.2675 -3.6353
15 C -1.9071 1.5684 -4.9080
16 C -1.5013 2.7336 -5.5422
17 C -0.6272 3.6026 -4.9033
18 C -0.1637 3.3102 -3.6301
19 C -1.1879 2.5722 -0.2089
20 C -2.5171 2.6580 -0.6134
21 C -3.4812 3.1775 0.2431
22 C -3.1266 3.6244 1.5046
23 C -1.8024 3.5386 1.9173
24 C -0.8437 3.0030 1.0744
25 C 2.8935 2.0855 -1.0676
26 H 4.8546 -0.5147 -2.1048
27 H 6.5157 0.6080 -0.6686
28 H 5.9578 2.8155 0.3141
29 H 4.5010 4.6407 0.5734
30 H 2.3073 5.7340 0.2113
31 H 0.4456 4.4165 -0.6710
32 H -1.7511 0.3499 -3.1484
33 H -2.5837 0.8865 -5.4061
34 H -1.8606 2.9606 -6.5372
35 H -0.3008 4.5084 -5.3971
36 H 0.5303 3.9850 -3.1464
37 H -2.8092 2.3253 -1.6005
38 H -4.5092 3.2403 -0.0886
39 H -3.8758 4.0393 2.1658
40 H -1.5181 3.8837 2.9031
41 H 0.1798 2.9363 1.4192
42 O -1.9543 -1.1204 -1.5181
43 C -2.5961 -2.2125 -1.1114
44 C -3.9500 -2.1078 -0.7687
45 C -4.6650 -3.2054 -0.3340
46 C -4.0489 -4.4504 -0.2230
47 C -2.7220 -4.5741 -0.5766
48 C -1.9803 -3.4797 -1.0370
49 C -0.5899 -3.6777 -1.4464
50 N 0.3728 -2.7695 -1.4853
51 C 1.5338 -3.4154 -1.8465
52 C 1.2688 -4.7310 -2.0472
53 N -0.0732 -4.8798 -1.7895
54 H -4.4162 -1.1344 -0.8526
55 H -5.7080 -3.0944 -0.0673
56 H -4.6018 -5.3063 0.1375
57 H -2.2409 -5.5400 -0.4706
58 H 2.4670 -2.8908 -1.9475
59 H 1.8925 -5.5514 -2.3522
60 H -0.6057 -5.7256 -1.8987
61 C 0.5180 -3.2283 1.6879
62 Si -0.1180 -1.4957 1.3372
63 C -1.5349 -1.1719 2.5728
64 C -1.0570 -0.7819 3.9750
65 C -2.3476 -2.4722 2.6681
66 C -2.4355 -0.0674 2.0120
67 C 2.2258 -0.6237 2.3278
68 C 3.0596 -1.2235 1.2448
69 C 2.4360 -1.1265 3.7135
70 C 1.9238 0.8372 2.1952
71 H 0.7295 -3.3826 2.7482
72 H 1.3987 -3.4733 1.0960
73 H -0.2781 -3.9282 1.4162
74 H -0.4472 -1.5662 4.4289
75 H -1.9264 -0.6277 4.6223
76 H -0.4866 0.1489 3.9727
77 H -1.7887 -3.2727 3.1539
78 H -2.6761 -2.8255 1.6865
79 H -3.2465 -2.2853 3.2638
80 H -1.9084 0.8814 1.9258
81 H -3.2917 0.0817 2.6783
82 H -2.8204 -0.3250 1.0229
83 H 3.2718 -2.2766 1.4269
84 H 4.0195 -0.6898 1.2026
85 H 2.6018 -1.1199 0.2540
86 H 2.4717 -2.2154 3.7653
87 H 1.6879 -0.7524 4.4090
88 H 3.4124 -0.7661 4.0693
89 H 1.4362 1.0626 1.2459
90 H 2.8656 1.4060 2.2041
91 H 1.3060 1.2066 3.0139

=====

This record from the OMol25 dataset describes C3H5CsO4 as an isolated structure at a distorted geometry. The level of theory is the ωB97M-V functional and the def2-TZVPD basis.

## Properties
- E: -438.347857 a.u.
- Maximum force: 2.757 eV/A
- Lowest unoccupied orbital energy: -1.23 eV
- Frontier orbital gap: 0.1747 hartree
- 2S+1: 1

Positions of all 13 atoms, in Å:
1 H -0.5571 0.5762 -0.2888
2 H 0.3793 2.0546 0.3478
3 C 0.5857 0.9986 0.0522
4 C 1.5172 1.0190 -1.1547
5 O 1.1409 2.0505 -2.0856
6 C 0.4273 1.7154 -3.1427
7 O 0.4409 0.6490 -3.7146
8 O -0.2882 2.7685 -3.5297
9 O 1.0192 0.2094 1.0424
10 H 1.5258 0.0451 -1.6597
11 H 2.5378 1.2718 -0.8395
12 H -0.6088 2.6128 -4.4277
13 Cs -1.2103 -2.1802 2.6814

=====

Repeat the first record exactly.
This record from the OMol25 dataset describes C22H25ClNO5Sn as an isolated structure at a distorted geometry. The level of theory is the ωB97M-V functional and the def2-TZVPD basis.

## Properties
- E: -1958.083777 a.u.
- Charge: +1
- Maximum force: 1.728 eV/A
- Lowest unoccupied orbital energy (alpha / beta): -6.92 / -6.94 eV
- Frontier orbital gap (alpha / beta): 0.1399 / 0.1455 hartree
- 2S+1: 1

Positions of all 55 atoms, in Å:
1 C 2.3808 -0.0011 2.4513
2 C 2.3921 -0.7776 1.2663
3 C 2.0628 0.0726 0.1705
4 H 2.5845 -1.8469 1.2053
5 C 1.8952 1.3899 0.6810
6 C 2.1113 1.3473 2.0855
7 H 1.6751 2.2815 0.0976
8 C -1.4071 -1.9801 3.2390
9 C -0.2032 -2.4498 2.6864
10 C -0.2513 -2.2802 1.2775
11 H 0.6219 -2.9093 3.2226
12 C -1.4740 -1.6701 0.9354
13 C -2.2021 -1.4270 2.1669
14 H 2.0069 -0.2295 -0.8750
15 H 2.0997 2.2032 2.7516
16 H 2.5454 -0.3741 3.4570
17 H -3.2534 -1.1483 2.2451
18 H 0.5001 -2.6117 0.5586
19 H -1.7745 -2.1394 4.2423
20 Sn -1.5972 1.0421 2.6142
21 C -1.9615 -1.3365 -0.4491
22 C -3.4759 -1.5977 -0.4877
23 C -1.2493 -2.1922 -1.5085
24 H -3.6659 -2.6589 -0.2690
25 H -3.8676 -1.3535 -1.4771
26 H -4.0007 -0.9752 0.2481
27 H -1.4124 -3.2543 -1.2773
28 H -0.1666 -1.9973 -1.5515
29 H -1.6857 -1.9842 -2.4948
30 C -1.6268 0.1690 -0.6888
31 C -2.2665 0.8154 -1.9155
32 H -0.5311 0.2927 -0.7370
33 H -1.9838 0.7766 0.1809
34 O -3.4353 0.6155 -2.2443
35 N -1.4704 1.6484 -2.6743
36 C -0.3264 2.4402 -2.2093
37 H -1.9935 2.0855 -3.4258
38 C 0.9916 1.9120 -2.7303
39 C 2.1596 2.6381 -2.4639
40 H 2.0684 3.6048 -1.9561
41 C 3.4042 2.1207 -2.8238
42 H 4.3097 2.6766 -2.5752
43 C 3.4843 0.8962 -3.4979
44 H 4.4572 0.4871 -3.7726
45 C 2.3152 0.2018 -3.8281
46 H 2.3531 -0.7410 -4.3753
47 C 1.0624 0.7200 -3.4622
48 H 0.1317 0.2163 -3.7437
49 H -0.3191 2.5007 -1.1074
50 H -0.4782 3.4663 -2.5780
51 O -0.0098 0.8275 6.4022
52 Cl -0.2856 0.2369 5.1371
53 O 0.2665 -1.0831 5.0228
54 O -1.7627 0.2160 4.8406
55 O 0.2583 1.1180 4.0135

=====

Which value of 2S+1 does entry 5 give?
1

=====

What is the formula in the first record?
C22H25ClNO5Sn

=====

2S+1 of number 3 (C7H26O6)?
1